1.
8
Properties=species:S:1:pos:R:3:mulliken_charge:R:1 method="wB97M-V/def2-TZVPD" total_charge=0 spin_multiplicity=1 homo_lumo_gap_ev=9.2 smiles=CNS relative_energy_kj_mol=177.0 homo_ev=-8.30
S 1.84 0.19 0.40 -0.174
N 0.62 -0.15 -0.61 -0.414
C -0.98 -0.03 0.13 -0.638
H 1.70 1.51 -0.03 0.167
H -1.37 -1.11 0.21 0.225
H 0.48 -1.16 -0.76 0.259
H -1.71 0.38 -0.47 0.289
H -0.59 0.36 1.13 0.285



2.
8
Properties=species:S:1:pos:R:3:mulliken_charge:R:1 method="wB97M-V/def2-TZVPD" total_charge=+1 spin_multiplicity=2 s2=0.761 homo_lumo_gap_ev="8.1 / 1.3" relative_energy_kj_mol=211.1 homo_ev="-13.44 / -11.49"
S 6.40 -1.78 0.61 -0.149
N -4.06 1.49 -1.21 -0.142
C -3.38 1.09 -0.22 -0.052
H 6.72 -3.10 0.53 0.216
H -2.37 0.68 -0.35 0.291
H -4.58 2.34 -0.91 0.352
H 5.08 -1.89 0.77 0.196
H -3.82 1.16 0.79 0.287



3.
12
Properties=species:S:1:pos:R:3:mulliken_charge:R:1 method="wB97M-V/def2-TZVPD" total_charge=+1 spin_multiplicity=1 homo_lumo_gap_ev=8.2 homo_ev=-13.58
P 0.33 0.64 0.34 0.897
Na -5.26 0.53 2.58 0.998
O 1.50 1.34 1.17 -0.494
O -0.89 0.27 1.07 -0.616
O 1.12 -0.55 -0.36 -0.224
O 0.05 1.70 -0.82 -0.479
C 0.34 -1.53 -1.06 -0.603
H -0.14 -1.11 -1.95 0.291
H 0.88 1.98 -1.29 0.361
H -0.44 -1.97 -0.41 0.281
H 1.03 -2.34 -1.38 0.239
H 1.48 1.04 2.11 0.348



4.
8
Properties=species:S:1:pos:R:3:mulliken_charge:R:1 method="wB97M-V/def2-TZVPD" total_charge=-1 spin_multiplicity=1 homo_lumo_gap_ev=7.5 relative_energy_kj_mol=12.2 homo_ev=-2.56
O -0.09 0.86 -0.25 -0.919
O 1.94 -0.80 -0.47 -0.724
C -1.13 0.20 0.33 -0.607
H 1.19 -0.16 -0.22 0.439
H -2.12 0.69 0.13 0.188
H 2.56 -0.15 -0.84 0.267
H -1.06 0.14 1.43 0.170
H -1.29 -0.78 -0.12 0.185



5.
11
Properties=species:S:1:pos:R:3:mulliken_charge:R:1 method="wB97M-V/def2-TZVPD" total_charge=0 spin_multiplicity=1 homo_lumo_gap_ev=9.6 smiles=OC(O)P(S)S relative_energy_kj_mol=201.8 homo_ev=-9.11
S -1.67 1.87 -0.40 -0.227
S -1.41 -1.54 -0.28 -0.235
P -0.74 0.26 0.58 0.053
O 1.68 1.20 0.09 -0.491
O 1.43 -1.11 -0.23 -0.462
C 0.78 0.15 -0.30 0.066
H 2.55 0.80 0.07 0.309
H -2.75 1.67 0.41 0.156
H 1.28 -1.48 0.63 0.310
H -1.96 -2.06 0.84 0.163
H 0.80 0.24 -1.44 0.358



6.
9
Properties=species:S:1:pos:R:3:mulliken_charge:R:1 method="wB97M-V/def2-TZVPD" total_charge=0 spin_multiplicity=2 s2=0.753 homo_lumo_gap_ev="3.6 / 9.3" relative_energy_kj_mol=86.3 homo_ev="-3.75 / -9.55"
O -1.86 -1.24 0.41 -0.540
O 0.81 1.62 -0.54 -0.479
O 0.33 -0.55 0.02 -0.736
C 1.17 0.41 -0.06 -0.206
H -0.94 -0.88 -0.08 0.451
H -2.20 -2.14 0.22 0.405
H 1.53 2.25 -0.44 0.310
H -1.68 -1.16 1.38 0.428
H 2.18 0.22 0.30 0.367



7.
9
Properties=species:S:1:pos:R:3:mulliken_charge:R:1 method="wB97M-V/def2-TZVPD" total_charge=+1 spin_multiplicity=1 homo_lumo_gap_ev=13.4 relative_energy_kj_mol=64.9 homo_ev=-17.93
O 0.98 -0.54 -0.09 -0.430
O -1.21 -0.58 -1.41 -0.520
O -0.25 0.85 1.04 -0.407
C 0.98 0.30 0.83 0.371
H -0.33 1.65 1.51 0.368
H -1.39 0.01 -2.16 0.350
H -0.19 -0.71 -0.60 0.503
H 1.89 0.63 1.36 0.376
H -2.02 -1.19 -1.43 0.388



8.
9
Properties=species:S:1:pos:R:3:mulliken_charge:R:1 method="wB97M-V/def2-TZVPD" total_charge=+2 spin_multiplicity=2 s2=0.753 homo_lumo_gap_ev="13.9 / 5.7" relative_energy_kj_mol=134.2 homo_ev="-23.85 / -23.75"
O -0.59 0.55 -0.28 -0.293
O 1.57 0.96 -0.32 -0.295
O -1.06 -1.77 0.55 -0.075
C 0.38 1.38 -0.36 0.413
H -1.58 -2.09 1.37 0.488
H 2.28 1.61 -0.49 0.439
H -0.52 -2.54 0.19 0.507
H -0.48 -0.47 -0.16 0.405
H -0.01 2.39 -0.52 0.411



9.
10
Properties=species:S:1:pos:R:3:mulliken_charge:R:1 method="wB97M-V/def2-TZVPD" total_charge=0 spin_multiplicity=2 s2=0.754 homo_lumo_gap_ev="11.9 / 7.0" relative_energy_kj_mol=0.0 homo_ev="-11.30 / -11.30"
O -0.17 -0.66 0.93 -0.563
O 1.75 -0.34 -2.56 -0.602
O 1.31 0.78 0.09 -0.183
O -2.96 0.05 0.95 -0.618
C 0.45 0.37 0.94 0.334
H -2.06 -0.22 0.92 0.352
H 1.00 0.11 -2.19 0.318
H -3.47 -0.76 1.00 0.322
H 0.38 1.12 1.77 0.322
H 2.18 -0.79 -1.82 0.318



10.
9
Properties=species:S:1:pos:R:3:mulliken_charge:R:1 method="wB97M-V/def2-TZVPD" total_charge=0 spin_multiplicity=1 homo_lumo_gap_ev=9.5 smiles="C[P@@H](O)=S" relative_energy_kj_mol=46.1 homo_ev=-8.89
S -1.60 2.21 0.75 -0.413
P -0.75 0.62 -0.15 0.367
O -1.79 -0.59 -0.24 -0.478
C 0.75 -0.05 0.42 -0.850
H 0.85 -1.06 -0.03 0.322
H 1.62 0.32 -0.24 0.319
H -0.35 0.76 -1.73 0.068
H 0.96 0.19 1.43 0.328
H -2.65 -0.23 -0.59 0.336



11.
9
Properties=species:S:1:pos:R:3:mulliken_charge:R:1 method="wB97M-V/def2-TZVPD" total_charge=0 spin_multiplicity=1 homo_lumo_gap_ev=9.2 smiles="CS(=O)#[PH2]" relative_energy_kj_mol=275.2 homo_ev=-8.84
S 0.53 0.16 -0.84 0.364
P -0.46 -1.78 -0.45 -0.142
O 1.86 -0.12 -0.04 -0.593
C -0.51 1.26 0.20 -0.743
H -1.52 0.76 0.06 0.302
H 0.78 -2.25 -0.69 0.119
H -0.07 1.49 1.26 0.265
H -0.59 2.15 -0.41 0.302
H -0.01 -1.68 0.90 0.127



12.
9
Properties=species:S:1:pos:R:3:mulliken_charge:R:1 method="wB97M-V/def2-TZVPD" total_charge=0 spin_multiplicity=1 homo_lumo_gap_ev="7.2 / 8.5" relative_energy_kj_mol=354.1 homo_ev="-9.34 / -8.85"
S 2.33 0.48 0.10 -0.380
P 0.45 -0.13 0.45 0.400
O 0.44 -1.62 -0.16 -0.440
C -0.77 0.66 -0.67 -0.934
H -1.72 0.32 -0.45 0.350
H -0.82 1.74 -0.58 0.354
H -0.54 0.73 -1.77 0.316
H -0.74 -0.22 3.22 0.023
H 1.37 -1.96 -0.15 0.311